(1)
20
Properties=species:S:1:pos:R:3:forces:R:3 method="wB97M-V/def2-TZVPD" orbital_gap_ev="10.05 / 6.28" multiplicity=3 s_squared=2.01 homo_ha="-0.801 / -0.799" charge=+3
Ag -1.722719 2.983378 -3.089569 0.8213 2.1973 -7.4339
Ag -3.447459 2.580268 0.517260 -3.8526 0.5355 4.0371
Br -2.005249 2.440238 -1.090640 0.9519 -2.2017 2.3376
C 0.879041 -1.876642 1.362831 0.7068 -1.0057 0.3447
C -0.092539 -1.476842 0.246180 -1.0521 2.4456 -0.9414
C 0.274211 -0.077042 -0.334799 -0.7765 -0.5719 0.5575
O 0.207291 0.918228 0.705291 0.5151 1.6264 -2.1082
C 0.465581 2.233368 0.163280 3.3501 -2.7827 2.9901
N -0.035059 -2.474982 -0.772520 2.2349 0.2460 2.0447
H 1.936001 -1.720712 1.146921 -0.0682 0.1426 -0.4118
H 0.746781 -2.945872 1.528220 0.0116 0.0858 0.7524
H 0.613901 -1.266642 2.226360 -0.1806 -0.2226 0.1293
H -1.094669 -1.429602 0.672341 -0.0974 -0.2827 0.1160
H -0.487009 0.252448 -1.041960 -0.0329 -0.2807 -0.4324
H 1.242101 -0.122992 -0.833990 0.2494 0.3152 0.1362
H 0.839151 2.782798 1.027380 -0.4374 0.5242 0.1629
H -0.412069 2.750878 -0.224030 -0.9987 0.5668 -0.0556
H 1.243211 2.269338 -0.599680 -0.2194 -0.3768 -0.4310
H -0.001999 -3.394072 -0.355049 -1.3454 -1.1906 -0.1932
H 0.851501 -2.425552 -1.253830 0.2201 0.2301 -1.6008



(2)
16
Properties=species:S:1:pos:R:3:forces:R:3 method="wB97M-V/def2-TZVPD" relative_energy_kcal_mol=159.0 orbital_gap_ev=9.49 multiplicity=1 homo_ha=-0.333
C 0.711792 -0.227574 0.093273 -0.2121 -0.1412 0.0613
C -2.155652 0.381376 -0.021063 0.4699 -0.1885 0.1378
C 1.569633 0.899561 0.626702 -0.0598 -0.0993 -0.0526
N 0.467250 -0.097057 -1.324783 -0.0115 -0.0030 0.1947
O -1.359088 -1.376617 0.395628 0.3566 0.6495 0.0789
O -0.573201 -0.131375 0.776742 -0.4203 -0.4087 -0.3863
O 1.257851 -1.450623 0.489627 -0.1656 0.2003 -0.1044
H 0.514128 -2.083441 0.449489 0.0119 0.1028 0.0018
H -0.076989 -0.897651 -1.631785 0.0327 -0.0086 0.0274
H 1.349814 -0.108030 -1.822076 -0.0247 -0.0103 0.0335
H -1.705500 1.331950 -0.281302 -0.0105 -0.0039 0.0176
H -2.572083 -0.136299 -0.871760 0.0250 -0.0235 0.0235
H -2.780547 0.397983 0.858147 0.0482 -0.0308 -0.0097
H 1.663887 0.798568 1.705684 -0.0062 -0.0032 -0.0255
H 1.126018 1.862069 0.377129 0.0022 -0.0291 -0.0031
H 2.562687 0.837159 0.180349 -0.0357 -0.0025 0.0052



(3)
125
Properties=species:S:1:pos:R:3:forces:R:3 method="wB97M-V/def2-TZVPD" relative_energy_kcal_mol=32.4 orbital_gap_ev="6.11 / 6.96" multiplicity=3 s_squared=2.12 homo_ha="-0.162 / -0.174" charge=-1
Mo 1.542023 -0.352988 0.795031 -1.2610 -0.2297 0.4776
C -5.155756 3.502979 -1.257186 -0.0093 -0.0189 0.0099
C -4.105926 4.077918 -0.295739 0.0220 0.0318 -0.0254
C -3.811171 5.533080 -0.686390 0.0062 -0.0024 0.0018
C -4.696702 4.068221 1.113392 -0.0212 -0.0092 0.0252
C -2.829716 3.244808 -0.381849 0.0015 0.0224 -0.0628
C -2.249335 2.624759 0.704292 0.0903 0.0301 0.0878
C -1.131979 1.817879 0.536190 0.1178 0.0140 -0.0848
Se -0.444590 0.906196 2.068846 -0.0120 -0.4891 -0.0203
C -1.667931 -0.573568 1.849886 -0.0350 0.0143 0.1145
C -2.971284 -0.488776 2.295286 0.0044 -0.0120 -0.0335
C -3.829972 -1.565403 2.098632 -0.0020 0.0557 0.0513
C -3.296717 -2.703483 1.502380 0.1121 -0.0829 -0.0583
C -1.975364 -2.838053 1.073080 -0.3522 -0.1781 0.0398
C -1.161846 -1.709694 1.218235 0.8039 0.4131 0.0353
O 0.102558 -1.666826 0.796257 -0.1870 -0.2747 -0.3761
C -1.538128 -4.204707 0.519730 0.1148 0.1553 0.0775
C -2.351521 -4.519316 -0.740882 -0.0128 -0.0018 -0.0543
C -0.050472 -4.302027 0.160475 -0.0119 -0.0486 -0.0567
C -1.815140 -5.266709 1.595504 -0.0439 -0.0235 0.0040
C -5.298412 -1.547724 2.522975 0.0422 -0.0307 0.0043
C -5.686185 -0.221341 3.174355 -0.0274 0.0326 0.0053
C -6.189784 -1.758137 1.291728 -0.0063 0.0163 -0.0126
C -5.558983 -2.672179 3.535833 0.0014 0.0234 0.0097
C -0.537873 1.554647 -0.701793 0.2154 0.0592 -0.1512
O 0.444241 0.668370 -0.834026 -0.0461 -0.0788 0.3146
C -1.030646 2.328131 -1.800200 -0.0403 -0.0271 -0.0226
C -2.168123 3.096823 -1.605403 0.0238 -0.0648 0.0317
C -0.304974 2.367049 -3.148444 0.0332 -0.1294 0.0579
C -0.914362 3.392065 -4.106489 -0.0022 0.0604 -0.0283
C 1.152142 2.781098 -2.895423 0.0199 -0.0247 -0.0045
C -0.368270 1.004512 -3.850538 -0.0231 0.0549 0.0141
H -6.087221 4.072580 -1.190688 0.0057 0.0031 -0.0045
H -4.811466 3.538597 -2.291770 0.0054 -0.0068 0.0052
H -5.368852 2.460530 -1.011629 -0.0038 0.0050 0.0008
H -4.721995 6.137263 -0.637822 0.0008 -0.0090 0.0006
H -3.071409 5.967571 -0.011145 0.0001 -0.0005 -0.0053
H -3.416523 5.597977 -1.701688 0.0012 0.0020 0.0062
H -5.633976 4.629789 1.121860 0.0086 0.0058 0.0069
H -4.910771 3.050621 1.448228 -0.0043 0.0139 -0.0048
H -4.022222 4.531796 1.836481 0.0033 -0.0133 -0.0065
H -2.645559 2.752572 1.703788 -0.0118 -0.0356 -0.0029
H -3.303754 0.417943 2.783793 0.0026 -0.0112 0.0001
H -3.948647 -3.559479 1.368397 -0.0112 0.0170 0.0106
H -2.152699 -3.775081 -1.514364 0.0008 -0.0050 0.0012
H -2.065942 -5.500184 -1.130536 -0.0067 -0.0009 -0.0023
H -3.426076 -4.532234 -0.544686 0.0104 0.0055 0.0015
H 0.239264 -3.593440 -0.611519 -0.0161 -0.0011 -0.0140
H 0.589264 -4.130677 1.027537 -0.0083 0.0281 0.0099
H 0.138727 -5.314867 -0.212696 0.0046 0.0062 0.0468
H -2.872838 -5.325635 1.861271 0.0186 -0.0131 -0.0151
H -1.502754 -6.249243 1.231860 0.0036 -0.0026 0.0059
H -1.252840 -5.038045 2.502917 0.0070 -0.0084 -0.0033
H -5.535623 0.619287 2.493106 -0.0055 -0.0103 0.0024
H -6.743343 -0.245590 3.449329 0.0022 0.0083 0.0036
H -5.107175 -0.035676 4.081437 0.0008 -0.0013 -0.0095
H -6.018204 -0.969474 0.556169 -0.0025 -0.0024 0.0023
H -5.982830 -2.714522 0.809257 0.0027 0.0031 0.0025
H -7.245757 -1.742626 1.576677 0.0028 -0.0046 0.0003
H -4.929830 -2.543292 4.418634 -0.0011 -0.0042 -0.0025
H -6.606283 -2.666220 3.851885 0.0034 -0.0008 -0.0060
H -5.340004 -3.652397 3.110474 -0.0001 0.0008 -0.0031
H -2.568640 3.629225 -2.457129 0.0056 0.0216 0.0184
H -0.945922 4.393056 -3.670025 0.0210 -0.0044 -0.0114
H -0.297404 3.438565 -5.006820 -0.0093 -0.0075 0.0006
H -1.925862 3.114190 -4.413285 0.0048 0.0084 -0.0020
H 1.192134 3.779049 -2.451428 0.0128 -0.0069 -0.0189
H 1.635349 2.089626 -2.208659 0.0314 -0.0284 -0.0030
H 1.713871 2.795593 -3.833939 0.0003 0.0043 -0.0109
H -1.407708 0.689444 -3.972797 0.0068 0.0093 -0.0238
H 0.086395 1.076899 -4.843094 0.0151 -0.0148 -0.0046
H 0.149533 0.233953 -3.293098 0.0655 -0.0591 0.0312
O 1.307773 3.102858 2.738574 0.5780 0.0851 -0.5995
H 1.932000 3.218765 1.971292 -0.4208 -0.0706 0.4546
H 1.400591 3.902489 3.259077 0.0157 0.1227 -0.0068
O 0.837428 -1.852514 -2.167310 -0.0428 0.0133 -0.0795
H 1.779930 -1.778533 -2.355209 0.0478 0.0390 0.0134
H 0.574378 -1.000834 -1.773196 0.0582 -0.0684 -0.0300
Te 3.261428 -1.844056 1.951829 -0.1091 0.3283 -0.2134
C 3.634193 -2.505480 -5.762474 0.0335 -0.0214 0.0270
C 4.054804 -2.537932 -4.315157 -0.0061 0.0477 -0.0201
C 4.461656 -3.739397 -3.749996 -0.0109 0.0078 -0.0018
C 4.793590 -3.806209 -2.405260 -0.0029 0.0141 0.0187
C 4.752012 -2.665761 -1.628113 0.0966 -0.0948 -0.0389
C 4.372380 -1.444246 -2.185887 0.0456 0.1051 0.3068
N 4.277538 -0.331281 -1.322565 0.0918 -0.0332 -0.4190
C 4.884434 0.903761 -1.600730 0.2570 -0.2272 -0.1551
C 5.936587 0.952756 -2.534516 -0.3117 -0.0409 0.1653
C 6.548724 2.143419 -2.865310 0.0652 0.0675 -0.0681
C 6.147855 3.329442 -2.264543 -0.1199 -0.0326 0.1216
C 5.128915 3.285527 -1.327151 0.2531 0.1865 -0.1429
C 4.492878 2.099771 -0.981004 -0.6917 0.2171 0.6093
C 3.356285 2.250215 0.047827 0.2527 -0.0816 -0.1956
O 3.083863 3.372477 0.486437 -0.0155 -0.6916 -0.0691
O 2.762612 1.162456 0.398389 0.6730 0.9210 -0.1228
C 3.995629 -1.372869 -3.534345 -0.0642 -0.0690 -0.1067
C 3.482627 -0.094246 -4.131324 -0.0186 0.0301 0.0311
H 3.790472 -3.479739 -6.224929 0.0088 0.0076 -0.0042
H 4.194813 -1.761532 -6.332545 -0.0062 0.0069 0.0053
H 2.574955 -2.256521 -5.857609 -0.0009 -0.0070 -0.0102
H 4.498880 -4.630520 -4.365478 -0.0150 -0.0035 0.0030
H 5.087368 -4.748653 -1.960485 -0.0061 -0.0026 -0.0006
H 5.000588 -2.703894 -0.575552 0.0090 0.0042 -0.0058
H 4.225246 -0.588805 -0.343091 -0.1572 0.1113 0.0526
H 6.250306 0.027372 -2.999977 0.0365 0.0053 0.0083
H 7.349427 2.145788 -3.596101 0.0017 -0.0147 0.0151
H 6.621764 4.269055 -2.516385 -0.0013 -0.0019 -0.0093
H 4.788083 4.187955 -0.836926 -0.0064 -0.0325 -0.0056
H 4.285069 0.503838 -4.573025 -0.0164 -0.0039 -0.0088
H 3.004798 0.521569 -3.373128 -0.0300 0.0735 0.0592
H 2.747252 -0.293980 -4.906469 -0.0582 -0.0028 -0.0363
C 2.262406 0.631190 6.996921 -0.0896 -0.0562 -0.0130
N 1.539290 0.203624 5.811764 -0.0805 -0.1416 -0.0433
C 1.419984 -1.053000 5.303293 0.2343 0.0654 -0.2355
S 0.066030 -1.471022 4.405903 -0.1559 -0.0261 0.2270
N 2.419009 -1.950667 5.450791 -0.1352 0.0272 0.2174
C 3.804319 -1.686321 5.795646 0.0350 0.0609 -0.1368
H 1.981895 1.664151 7.190934 -0.0126 -0.0106 0.0223
H 3.338818 0.606858 6.865125 0.0769 0.0122 -0.0550
H 2.001657 0.033178 7.875254 0.0098 -0.0181 0.0044
H 0.722649 0.746376 5.577788 0.0608 0.0210 0.0078
H 2.267765 -2.745345 4.847369 -0.0160 -0.0047 0.0637
H 3.936288 -1.493983 6.858597 -0.0255 -0.0065 0.0649
H 4.212300 -0.854903 5.216929 -0.0076 0.0096 -0.0086
H 4.374248 -2.577695 5.544028 0.0112 0.0261 -0.0296